A:
{
  "formula": "C7H11NO",
  "method": "wB97M-V/def2-TZVPD",
  "orbital_gap_ev": 9.62,
  "multiplicity": 1,
  "species": ["C", "C", "C", "C", "C", "C", "C", "H", "H", "H", "H", "H", "H", "H", "H", "H", "H", "H", "N", "O"],
  "coordinates": [[1.89, 1.37, 1.52], [-0.59, 0.86, 1.19], [-0.91, -0.33, 0.33], [0.55, -0.02, -0.08], [0.97, -1.24, -0.76], [-1.48, -0.90, -1.07], [-2.55, -0.89, -1.95], [1.85, 2.08, 0.75], [2.76, 0.86, 1.43], [1.79, 2.08, 2.39], [-0.84, 0.87, 2.32], [-0.60, 1.87, 0.75], [-0.81, -1.31, 0.91], [0.46, 0.75, -0.80], [1.27, -2.24, -0.19], [1.69, -0.89, -1.68], [-2.45, -1.28, -3.11], [-3.52, -0.42, -1.72], [0.76, 0.51, 1.19], [-0.25, -1.72, -1.41]],
  "lowdin_charge": [-0.030, -0.173, -0.100, -0.377, -0.138, -0.174, 0.031, 0.058, 0.053, 0.116, 0.149, 0.129, 0.171, 0.143, 0.165, 0.164, 0.118, 0.045, -0.194, -0.156]
}

B:
{
  "formula": "C7H11NO",
  "method": "wB97M-V/def2-TZVPD",
  "smiles": "C#CNC(=O)C(C)(C)C",
  "orbital_gap_ev": 8.90,
  "multiplicity": 1,
  "species": ["C", "C", "N", "C", "O", "C", "C", "C", "C", "H", "H", "H", "H", "H", "H", "H", "H", "H", "H", "H"],
  "coordinates": [[-4.26, 0.10, -0.10], [-3.08, 0.32, -0.03], [-1.81, 0.62, 0.13], [-0.57, -0.66, 0.05], [-1.00, -1.76, 0.07], [0.83, -0.14, 0.04], [1.06, 0.86, 1.17], [1.73, -1.37, 0.24], [1.11, 0.48, -1.33], [-5.30, -0.06, -0.14], [-1.48, 1.46, -0.33], [2.13, 1.09, 1.23], [0.51, 1.78, 1.02], [0.76, 0.42, 2.12], [1.52, -2.13, -0.52], [1.53, -1.82, 1.21], [2.77, -1.09, 0.18], [0.91, -0.23, -2.13], [0.50, 1.37, -1.50], [2.16, 0.77, -1.39]],
  "lowdin_charge": [0.097, -0.307, 0.060, -0.235, 0.160, -0.561, -0.036, -0.042, -0.028, 0.000, 0.086, 0.091, 0.079, 0.095, 0.091, 0.093, 0.090, 0.095, 0.079, 0.092]
}

Energies, relative to the best one, in kcal/mol: A 81.0; B 0.0.

A:
{
  "formula": "C8H8O3",
  "method": "wB97M-V/def2-TZVPD",
  "smiles": "Cc1cc(C=O)c(O)cc1O",
  "orbital_gap_ev": 8.50,
  "multiplicity": 1,
  "species": ["C", "C", "C", "C", "C", "O", "C", "O", "C", "C", "O", "H", "H", "H", "H", "H", "H", "H", "H"],
  "coordinates": [[-0.78, 0.22, 2.62], [-0.41, 0.06, 1.16], [-0.51, 1.01, 0.17], [-0.13, 0.83, -1.20], [-0.31, 1.82, -2.24], [0.07, 1.73, -3.43], [0.51, -0.48, -1.48], [1.02, -0.75, -2.67], [0.73, -1.39, -0.46], [0.25, -1.16, 0.81], [0.35, -2.26, 1.66], [-1.12, 1.26, 2.99], [-1.31, -0.71, 3.11], [0.22, 0.13, 3.12], [-0.79, 2.09, 0.56], [-1.08, 2.71, -2.00], [0.98, 0.09, -3.29], [1.11, -2.45, -0.71], [1.18, -2.75, 1.28]],
  "lowdin_charge": [-0.062, -0.240, -0.002, -0.119, -0.213, -0.017, -0.263, 0.064, 0.027, -0.257, 0.021, 0.103, 0.114, 0.075, 0.156, 0.157, 0.146, 0.159, 0.152]
}

B:
{
  "formula": "C8H8O3",
  "method": "wB97M-V/def2-TZVPD",
  "orbital_gap_ev": 9.18,
  "multiplicity": 1,
  "species": ["C", "C", "C", "C", "C", "C", "C", "C", "H", "H", "H", "H", "H", "H", "H", "H", "O", "O", "O"],
  "coordinates": [[-1.40, 2.13, -0.31], [0.17, 0.56, 0.43], [1.52, 0.98, 0.24], [2.45, 0.11, -0.15], [2.35, -1.33, 0.08], [0.99, -1.75, 0.18], [-0.13, -0.71, 0.12], [-1.50, -1.24, -0.01], [-1.78, 1.38, -1.08], [-2.37, 2.75, -0.11], [-0.51, 2.52, -0.87], [1.58, 2.11, 0.45], [3.44, 0.34, -0.58], [3.09, -1.97, -0.32], [0.67, -2.87, 0.46], [-3.42, -1.29, 0.49], [-0.85, 1.37, 0.93], [-2.62, -0.59, -0.17], [-1.68, -2.50, 0.23]],
  "lowdin_charge": [-0.018, -0.305, -0.034, -0.102, -0.054, 0.039, -0.077, -0.463, 0.083, 0.123, 0.086, 0.151, 0.110, 0.082, 0.155, 0.328, -0.095, 0.021, -0.032]
}

C:
{
  "formula": "C8H8O3",
  "method": "wB97M-V/def2-TZVPD",
  "orbital_gap_ev": 9.43,
  "multiplicity": 1,
  "species": ["C", "C", "C", "C", "C", "C", "C", "C", "H", "H", "H", "H", "H", "H", "H", "H", "O", "O", "O"],
  "coordinates": [[-3.04, 0.17, -0.04], [-1.60, -0.06, 0.00], [-0.90, -1.30, 0.11], [0.43, -1.25, 0.13], [1.27, -0.08, 0.09], [2.78, -0.14, 0.05], [0.61, 1.15, -0.08], [-0.82, 1.14, -0.10], [-3.30, -0.79, -0.45], [-3.60, 1.12, -0.39], [-3.24, 0.14, 1.13], [-1.80, -2.18, -0.08], [1.09, -2.41, -0.03], [2.72, -1.82, -0.18], [2.34, 2.48, 0.29], [-1.14, 1.97, -0.29], [3.46, -1.28, -0.26], [3.45, 0.86, 0.21], [1.29, 2.29, -0.09]],
  "lowdin_charge": [-0.065, -0.296, -0.090, -0.062, -0.075, -0.429, -0.261, 0.070, 0.053, 0.124, 0.137, 0.186, 0.195, 0.017, 0.252, 0.021, 0.140, 0.072, 0.011]
}

Energies, relative to the best one, in kcal/mol: A 0.0; B 70.2; C 57.9.

A:
{
  "formula": "C3H7N2O",
  "method": "wB97M-V/def2-TZVPD",
  "total_charge": 1,
  "orbital_gap_ev": 11.78,
  "multiplicity": 1,
  "species": ["C", "C", "C", "N", "N", "O", "H", "H", "H", "H", "H", "H", "H"],
  "coordinates": [[-0.61, -0.04, -0.57], [0.67, -3.33, -1.77], [1.93, -0.37, -0.21], [0.61, 0.26, -0.14], [-1.02, -1.15, -1.13], [1.11, -4.24, -1.26], [-1.38, 0.57, -0.28], [0.73, 1.25, 0.11], [2.26, -0.52, -1.24], [2.73, 0.38, 0.21], [2.08, -1.19, 0.43], [-1.94, -1.22, -1.60], [-0.49, -2.04, -1.35]],
  "lowdin_charge": [-0.119, 0.071, -0.045, 0.021, 0.170, 0.127, 0.134, 0.160, 0.098, 0.140, 0.072, 0.160, 0.010]
}

B:
{
  "formula": "C3H7N2O",
  "method": "wB97M-V/def2-TZVPD",
  "total_charge": 1,
  "orbital_gap_ev": 11.62,
  "multiplicity": 1,
  "species": ["C", "C", "N", "C", "N", "H", "H", "H", "H", "H", "H", "H", "O"],
  "coordinates": [[-1.35, 1.09, -0.37], [-0.74, 0.12, -1.07], [0.57, 0.10, -0.66], [0.75, 1.01, 0.28], [-0.41, 1.60, 0.50], [-2.39, 1.38, -0.34], [-1.09, -0.52, -1.87], [1.34, -0.50, -0.92], [1.67, 1.24, 0.79], [-0.52, 2.39, 1.12], [0.60, -3.12, 1.76], [1.69, -2.75, 0.78], [0.73, -2.84, 0.84]],
  "lowdin_charge": [-0.012, -0.015, 0.124, -0.059, 0.122, 0.142, 0.144, 0.179, 0.170, 0.187, 0.049, 0.033, -0.063]
}

Energies, relative to the best one, in kcal/mol: A 26.5; B 0.0.

A:
{
  "formula": "C3H7N2O",
  "method": "wB97M-V/def2-TZVPD",
  "total_charge": 1,
  "orbital_gap_ev": 10.66,
  "multiplicity": 1,
  "species": ["O", "H", "H", "C", "C", "C", "N", "N", "H", "H", "H", "H", "H"],
  "coordinates": [[2.60, 3.41, 2.81], [1.68, 3.57, 2.52], [2.87, 4.25, 3.26], [0.53, -2.00, 0.75], [0.59, -1.15, 1.79], [0.00, 0.00, 0.00], [0.26, -1.29, -0.37], [0.15, 0.07, 1.34], [0.70, -3.08, 0.74], [0.95, -1.20, 2.82], [-0.37, 0.79, -0.65], [0.06, -1.70, -1.30], [0.12, 0.89, 1.97]],
  "lowdin_charge": [-0.093, 0.034, 0.059, -0.045, -0.037, -0.012, 0.117, 0.112, 0.149, 0.151, 0.164, 0.202, 0.199]
}

B:
{
  "formula": "C3H7N2O",
  "method": "wB97M-V/def2-TZVPD",
  "total_charge": 1,
  "orbital_gap_ev": 10.81,
  "multiplicity": 1,
  "species": ["C", "C", "C", "N", "N", "O", "H", "H", "H", "H", "H", "H", "H"],
  "coordinates": [[0.31, 0.92, -1.52], [0.95, 0.04, -0.56], [-0.60, -1.47, 0.26], [-1.83, 0.42, 3.86], [-1.05, 0.33, 3.10], [-1.72, -1.24, 0.22], [-0.21, 1.76, -0.97], [1.05, 1.54, -2.07], [-0.39, 0.42, -2.19], [0.26, -0.36, 0.26], [1.58, 0.81, 0.08], [0.13, -2.29, 0.41], [1.52, -0.88, -0.87]],
  "lowdin_charge": [-0.130, -0.120, 0.057, 0.056, 0.005, 0.281, 0.126, 0.118, 0.088, 0.025, 0.173, 0.189, 0.131]
}

C:
{
  "formula": "C3H7N2O",
  "method": "wB97M-V/def2-TZVPD",
  "total_charge": 1,
  "orbital_gap_ev": 10.94,
  "multiplicity": 1,
  "species": ["C", "C", "N", "C", "N", "H", "H", "H", "H", "H", "H", "H", "O"],
  "coordinates": [[-0.96, 0.45, 1.29], [-0.67, 0.34, -0.02], [0.62, 0.78, -0.18], [1.11, 1.17, 0.99], [0.16, 0.99, 1.90], [-1.83, 0.16, 1.87], [-1.26, -0.05, -0.83], [1.14, 1.04, -1.02], [2.07, 1.60, 1.18], [0.31, 1.02, 2.90], [0.34, -2.41, -3.52], [-1.09, -2.88, -3.18], [-0.19, -2.82, -2.83]],
  "lowdin_charge": [-0.016, -0.017, 0.123, -0.046, 0.115, 0.148, 0.139, 0.191, 0.167, 0.194, 0.029, 0.044, -0.069]
}

Energies, relative to the best one, in kcal/mol: A 6.3; B 78.1; C 0.0.

A:
{
  "formula": "C3H7N2O",
  "method": "wB97M-V/def2-TZVPD",
  "total_charge": 1,
  "orbital_gap_ev": 11.19,
  "multiplicity": 1,
  "species": ["C", "C", "N", "C", "N", "H", "H", "H", "H", "H", "H", "H", "O"],
  "coordinates": [[-0.44, -0.32, 0.25], [-0.72, 1.01, 0.46], [0.11, 1.40, 1.48], [1.07, 0.52, 1.68], [0.69, -0.58, 1.01], [-1.02, -0.92, -0.42], [-1.48, 1.62, 0.00], [0.16, 2.28, 1.97], [1.87, 0.81, 2.34], [1.16, -1.47, 1.05], [-0.79, -1.33, -3.95], [0.09, -1.78, -2.87], [-0.69, -1.24, -2.99]],
  "lowdin_charge": [-0.006, -0.003, 0.098, -0.033, 0.123, 0.125, 0.140, 0.186, 0.169, 0.181, 0.053, 0.029, -0.062]
}

B:
{
  "formula": "C3H7N2O",
  "method": "wB97M-V/def2-TZVPD",
  "smiles": "[NH3+][C@H]1C=NCO1",
  "total_charge": 1,
  "orbital_gap_ev": 11.17,
  "multiplicity": 1,
  "species": ["N", "C", "C", "N", "C", "O", "H", "H", "H", "H", "H", "H", "H"],
  "coordinates": [[1.67, 0.12, -0.33], [0.48, 0.01, 0.60], [-0.67, 1.16, 0.04], [-1.66, 0.52, -0.38], [-1.54, -0.87, -0.19], [-0.15, -1.10, 0.26], [2.39, -0.58, -0.07], [2.08, 1.10, -0.23], [1.24, -0.05, -1.21], [0.62, 0.12, 1.66], [-0.53, 2.17, 0.25], [-2.20, -1.13, 0.73], [-1.74, -1.46, -1.16]],
  "lowdin_charge": [0.258, -0.297, 0.008, 0.087, -0.142, -0.070, 0.189, 0.210, 0.151, 0.162, 0.098, 0.178, 0.168]
}

Energies, relative to the best one, in kcal/mol: A 0.0; B 46.4.

A:
{
  "formula": "C2H4N4O",
  "method": "wB97M-V/def2-TZVPD",
  "smiles": "Cn1[nH]nnc1=O",
  "orbital_gap_ev": 9.82,
  "multiplicity": 1,
  "species": ["C", "N", "N", "N", "N", "C", "O", "H", "H", "H", "H"],
  "coordinates": [[-1.40, -0.28, 0.12], [-0.03, 0.05, -0.23], [0.94, -0.95, 0.06], [2.18, -0.33, 0.02], [2.03, 0.92, 0.09], [0.59, 1.25, 0.00], [0.07, 2.31, -0.04], [-1.32, -0.45, 1.21], [-2.15, 0.58, -0.26], [-1.79, -1.34, -0.32], [0.88, -1.76, -0.65]],
  "lowdin_charge": [-0.057, -0.129, -0.009, 0.006, 0.096, -0.521, 0.094, 0.085, 0.140, 0.123, 0.173]
}

B:
{
  "formula": "C2H4N4O",
  "method": "wB97M-V/def2-TZVPD",
  "smiles": "[H]/N=c1/nnn(C)o1",
  "orbital_gap_ev": 9.35,
  "multiplicity": 1,
  "species": ["H", "N", "C", "N", "N", "N", "C", "O", "H", "H", "H"],
  "coordinates": [[-1.91, -2.24, -1.36], [-0.92, -2.12, -1.45], [-0.41, -1.09, -1.08], [0.74, -0.49, -1.60], [1.03, 0.50, -0.88], [0.08, 0.61, 0.11], [0.45, 1.23, 1.37], [-0.61, -0.60, 0.18], [1.21, 0.66, 1.93], [-0.46, 1.36, 1.84], [0.80, 2.17, 0.94]],
  "lowdin_charge": [0.060, 0.176, -0.543, 0.099, 0.085, -0.209, -0.011, 0.074, 0.100, 0.067, 0.102]
}

Energies, relative to the best one, in kcal/mol: A 0.0; B 32.4.